Record 1
{"formula": "C2H7NOS", "method": "ωB97M-V with the def2-TZVPD basis set", "elements": ["O", "C", "C", "N", "H", "H", "H", "H", "H", "H", "S", "H"], "xyz": [[-0.003, -2.407, 0.503], [0.564, -1.329, 0.247], [-0.059, -0.142, 1.179], [0.854, 0.889, 1.159], [1.658, -1.332, 0.333], [-1.026, 0.075, 0.733], [-0.205, -0.524, 2.170], [0.817, 1.504, 1.949], [0.264, -0.838, -0.776], [0.735, 1.371, 0.267], [-0.519, 1.068, -1.451], [-1.540, 1.392, -2.262]], "e_lumo_ev": -3.38, "orbital_gap_ev": 5.7472, "e_tot_ev": -16555.0147}

Record 2
{"formula": "C2H7NOSi", "method": "ωB97M-V with the def2-TZVPD basis set", "elements": ["C", "C", "N", "O", "Si", "H", "H", "H", "H", "H", "H", "H"], "xyz": [[2.647, 0.901, -0.197], [1.834, -0.073, 0.075], [-2.242, -1.420, 0.176], [-1.581, 1.180, 0.608], [-1.269, -0.035, -0.450], [3.664, 0.755, -0.023], [2.414, 1.937, -0.221], [2.154, -1.091, 0.351], [-2.684, -1.612, 1.012], [-2.637, -2.098, -0.567], [-0.911, 1.479, 1.124], [-1.390, 0.077, -1.888]], "e_lumo_ev": [0.12, 0.11], "orbital_gap_ev": [7.7459, 7.4808], "e_tot_ev": -13599.7867}

Record 3
{"formula": "C2H7NOSi", "method": "ωB97M-V with the def2-TZVPD basis set", "elements": ["C", "C", "N", "O", "Si", "H", "H", "H", "H", "H", "H", "H"], "xyz": [[-0.272, 1.320, -0.279], [0.781, 0.326, 0.263], [2.039, 0.540, -0.283], [3.032, -0.070, 0.039], [0.140, -1.511, -0.120], [-0.536, 0.992, -1.225], [-1.129, 1.711, 0.290], [0.039, 2.390, -0.488], [0.633, 0.504, 1.685], [0.884, -2.363, 0.835], [-1.220, -1.211, 0.010], [0.463, -1.891, -1.496]], "e_lumo_ev": -0.29, "orbital_gap_ev": 8.4223, "e_tot_ev": -13597.6963}

Record 4
{"formula": "C2H7NOSi", "method": "ωB97M-V with the def2-TZVPD basis set", "elements": ["C", "C", "N", "O", "Si", "H", "H", "H", "H", "H", "H", "H"], "xyz": [[-0.165, 0.422, -0.601], [-0.526, 0.879, -1.969], [0.189, -2.042, 1.587], [0.307, 1.114, 0.266], [0.462, -0.547, 2.149], [-0.248, -0.640, -0.419], [0.247, 1.149, -2.543], [-1.146, 1.808, -1.784], [-0.963, -0.077, -2.556], [0.869, -2.330, 0.793], [-0.757, 0.175, 2.809], [1.730, 0.089, 2.268]], "e_lumo_ev": 0.48, "orbital_gap_ev": 9.4531, "e_tot_ev": -13600.2003}

Record 5
{"formula": "C2H7NS", "method": "ωB97M-V with the def2-TZVPD basis set", "elements": ["C", "C", "S", "N", "H", "H", "H", "H", "H", "H", "H"], "xyz": [[0.486, -0.882, 0.321], [0.292, 0.576, -0.016], [-1.414, 0.918, -0.505], [1.892, -1.129, 0.663], [0.216, -1.489, -0.545], [-0.105, -1.171, 1.193], [0.985, 0.939, -0.768], [0.568, 1.171, 0.859], [-1.569, -0.078, -1.385], [2.116, -1.945, 1.198], [2.461, -0.317, 0.819]], "e_lumo_ev": 1.04, "orbital_gap_ev": 9.9570, "e_tot_ev": -14512.4548}

Record 6
{"formula": "C2H7NS", "method": "ωB97M-V with the def2-TZVPD basis set", "elements": ["C", "S", "H", "H", "H", "C", "N", "H", "H", "H", "H"], "xyz": [[1.663, 0.234, -0.047], [0.103, 0.219, -0.941], [1.617, -0.406, 0.821], [1.775, 1.286, 0.265], [2.422, -0.044, -0.769], [-1.178, 0.177, 0.443], [-1.005, -0.845, 1.373], [-2.115, 0.171, -0.125], [-1.076, 1.156, 0.896], [-0.693, -0.525, 2.278], [-0.725, -1.788, 1.159]], "total_charge": 1, "e_lumo_ev": [-3.34, -8.38], "spin_multiplicity": 2, "orbital_gap_ev": [11.6237, 6.2913], "e_tot_ev": -14504.0316}

Record 7
{"formula": "C2H7NS2", "method": "ωB97M-V with the def2-TZVPD basis set", "elements": ["S", "S", "H", "H", "C", "C", "N", "H", "H", "H", "H", "H"], "xyz": [[-2.609, 0.066, -1.736], [-2.948, 0.740, 0.394], [-1.714, -0.888, -1.469], [-1.688, 0.981, 0.800], [1.251, -0.092, -0.933], [1.132, -0.565, 0.297], [0.729, 0.174, 1.409], [1.165, 0.965, -1.128], [1.378, -0.771, -1.765], [1.373, -1.592, 0.534], [0.893, 1.156, 1.305], [1.038, -0.174, 2.292]], "total_charge": -1, "e_lumo_ev": [3.59, 3.55], "spin_multiplicity": 2, "orbital_gap_ev": [3.7543, 6.6987], "e_tot_ev": -25347.1046}

Record 8
{"formula": "C2H7NS2", "method": "ωB97M-V with the def2-TZVPD basis set", "elements": ["C", "C", "N", "S", "S", "H", "H", "H", "H", "H", "H", "H"], "xyz": [[0.360, -1.109, 1.689], [-0.611, 1.945, -1.589], [0.985, -1.757, 0.559], [-1.084, 0.231, -1.424], [1.148, -0.700, -0.702], [-0.602, -0.699, 1.608], [0.307, -1.910, 2.459], [0.852, -0.254, 2.126], [-1.430, 2.334, -2.180], [0.234, 1.951, -2.148], [-0.588, 2.591, -0.705], [0.428, -2.622, 0.307]], "e_lumo_ev": -0.45, "orbital_gap_ev": 8.0987, "e_tot_ev": -25346.3684}

Record 9
{"formula": "C2H7NS2", "method": "ωB97M-V with the def2-TZVPD basis set", "elements": ["S", "S", "H", "H", "C", "C", "N", "H", "H", "H", "H", "H"], "xyz": [[0.054, -0.451, -0.863], [-1.616, -1.106, -1.799], [1.037, 0.068, -0.123], [-1.361, -2.413, -1.508], [1.452, 2.029, 1.000], [1.425, 1.242, 2.124], [0.296, 0.333, 2.438], [0.655, 1.998, 0.247], [2.346, 2.711, 0.954], [2.387, 1.053, 2.579], [-0.113, -0.078, 1.621], [0.705, -0.384, 3.017]], "e_lumo_ev": -1.59, "orbital_gap_ev": 6.8816, "e_tot_ev": -25343.7094}

Record 10
{"formula": "C2H7NS2", "method": "ωB97M-V with the def2-TZVPD basis set", "elements": ["N", "C", "C", "S", "S", "H", "H", "H", "H", "H", "H", "H"], "xyz": [[0.434, 1.090, 0.564], [0.176, -0.370, 0.422], [-0.818, -0.662, -0.693], [-2.515, -0.284, -0.098], [3.279, 0.048, -0.403], [0.803, 1.311, 1.455], [1.339, 1.177, 0.031], [1.253, -0.682, 0.188], [0.012, -0.786, 1.450], [-0.575, -0.155, -1.597], [-0.981, -1.738, -0.915], [-2.409, 1.050, -0.405]], "e_lumo_ev": -3.77, "orbital_gap_ev": 5.5550, "e_tot_ev": -25343.5033}